[1]
The following is a DFT calculation (ωB97M-V/def2-TZVPD) of a cluster of 9 separate species, C72H159N9O12 in total.

```
! wB97M-V def2-TZVPD RIJCOSX def2/J DEFGRID3
* xyz 0 1
C 14.89434 23.65909 -17.38061
C 14.85995 22.17318 -17.95909
C 13.39609 21.91655 -18.28277
C 13.12912 20.58823 -19.04804
C 13.92265 20.54067 -20.33394
C 15.49077 20.76970 -20.09745
N 15.58567 21.96904 -19.19779
O 16.84014 22.46557 -19.06577
C 16.23768 19.50913 -19.53458
C 16.10982 21.10266 -21.51665
C 15.31343 21.18488 -16.88455
H 14.40934 23.60723 -16.40584
H 14.44835 24.32294 -18.12121
H 15.92231 23.99878 -17.25412
H 12.83147 21.94133 -17.35073
H 13.08087 22.71340 -18.95640
H 12.05599 20.56195 -19.23724
H 13.35869 19.83884 -18.29054
H 13.57600 21.25530 -21.08042
H 13.63808 19.55021 -20.68906
H 16.22790 18.78004 -20.34479
H 17.28453 19.67914 -19.28296
H 15.67306 19.08072 -18.70647
H 17.04185 21.66115 -21.43008
H 16.26160 20.14528 -22.01514
H 15.42497 21.80345 -21.99412
H 16.38871 21.06698 -16.75049
H 15.01935 20.14333 -17.01413
H 15.03980 21.48705 -15.87365
H 16.78932 23.35275 -19.42899
C 16.88546 0.47673 -8.09150
C 15.37862 0.28729 -8.47104
C 15.17328 -1.28210 -8.60605
C 13.69963 -1.76832 -8.66573
C 12.84169 -1.07903 -7.60358
C 12.96663 0.47728 -7.51024
N 14.46103 0.81836 -7.39750
O 14.61622 2.13213 -7.02073
C 12.29216 1.16996 -8.68161
C 12.15532 0.78399 -6.22231
C 15.12349 0.94741 -9.86686
H 17.04970 0.04322 -7.10499
H 17.23626 1.50741 -8.14381
H 17.43298 -0.08936 -8.84506
H 15.61927 -1.68234 -9.51654
H 15.61637 -1.63401 -7.67443
H 13.68397 -2.85725 -8.61986
H 13.31893 -1.51904 -9.65620
H 12.80051 -1.53223 -6.61312
H 11.83169 -1.28284 -7.95917
H 11.28949 1.49681 -8.40605
H 12.71971 2.14851 -8.90010
H 12.28698 0.53142 -9.56497
H 12.16724 1.86308 -6.06892
H 11.10677 0.49702 -6.30157
H 12.51106 0.30380 -5.31073
H 15.19507 2.00564 -9.61563
H 14.19582 0.67322 -10.36920
H 15.96179 0.73097 -10.52907
H 14.77587 2.06543 -6.07645
C 19.68067 -0.47116 -23.56013
C 19.51693 1.05648 -23.57011
C 19.64301 1.55942 -25.01930
C 18.46758 1.30399 -25.87722
C 17.16251 1.84759 -25.32979
C 16.91416 1.26491 -23.91676
N 18.13902 1.29963 -23.06368
O 17.97246 0.98343 -21.68745
C 15.84516 2.20972 -23.19604
C 16.39795 -0.17807 -24.08303
C 20.64973 1.74773 -22.69574
H 19.02285 -0.99253 -24.25550
H 19.54656 -0.96932 -22.59995
H 20.73064 -0.65583 -23.78717
H 19.86030 2.62753 -25.01479
H 20.56705 1.15371 -25.43119
H 18.50130 0.24890 -26.14881
H 18.64710 1.90625 -26.76781
H 16.33790 1.68333 -26.02344
H 17.45277 2.89162 -25.21210
H 14.85035 2.16629 -23.63940
H 15.54416 1.93695 -22.18456
H 16.21765 3.22821 -23.08641
H 15.32072 -0.23467 -24.23946
H 16.94198 -0.73178 -24.84823
H 16.47601 -0.69660 -23.12745
H 21.66138 1.58635 -23.06805
H 20.55878 1.49375 -21.63965
H 20.48441 2.81340 -22.85422
H 17.99047 1.86512 -21.30812
C 12.70761 13.53482 -25.17616
C 12.55525 12.28501 -26.04809
C 13.97150 11.75487 -26.44623
C 14.03712 10.30347 -26.90353
C 13.36564 9.37912 -25.88628
C 11.99764 9.85032 -25.52129
N 11.95408 11.29045 -25.14976
O 10.66039 11.65998 -24.63699
C 11.02624 9.45891 -26.67708
C 11.69085 8.97236 -24.25169
C 11.84326 12.67962 -27.33942
H 13.37075 13.26776 -24.35334
H 11.77925 13.93887 -24.77246
H 13.29432 14.26520 -25.73331
H 14.49815 12.45689 -27.09269
H 14.55809 11.79713 -25.52849
H 15.08038 10.02939 -27.06034
H 13.58991 10.08446 -27.87314
H 13.96037 9.33476 -24.97390
H 13.33095 8.41736 -26.39805
H 10.58506 8.48701 -26.45600
H 10.17156 10.12349 -26.80343
H 11.52426 9.31977 -27.63662
H 12.27864 9.25231 -23.37749
H 10.66584 9.23302 -23.98803
H 11.81822 7.90023 -24.40141
H 10.78170 12.73339 -27.09797
H 11.87025 11.96076 -28.15833
H 12.14385 13.64818 -27.73897
H 10.83747 11.92330 -23.73095
C 27.74443 9.14609 -18.53185
C 26.53861 9.52919 -17.79659
C 25.34709 8.63775 -18.05937
C 25.17886 7.37225 -17.24660
C 25.26887 7.73566 -15.81975
C 26.53819 8.50761 -15.38210
N 26.71634 9.65528 -16.29557
O 27.75553 10.44810 -15.88251
C 26.33519 9.03879 -13.97621
C 27.75116 7.45353 -15.40388
C 26.12091 10.96554 -18.22299
H 27.98853 8.09024 -18.64887
H 28.65377 9.44496 -18.01044
H 27.84893 9.61222 -19.51159
H 24.36805 9.11012 -17.97910
H 25.39492 8.20258 -19.05758
H 25.96590 6.66487 -17.50790
H 24.23059 6.86702 -17.42998
H 25.08962 6.91631 -15.12359
H 24.43133 8.33583 -15.46418
H 27.30289 9.28409 -13.53860
H 25.60064 9.84353 -13.94596
H 25.96728 8.33790 -13.22688
H 27.45323 6.41844 -15.23681
H 28.14949 7.45577 -16.41849
H 28.50942 7.55340 -14.62724
H 26.96765 11.63465 -18.06989
H 25.22870 11.33183 -17.71517
H 25.76743 10.99805 -19.25357
H 27.34345 10.96263 -15.18462
C 21.28050 11.66480 -6.53812
C 21.27425 10.31984 -7.27633
C 20.73199 9.36007 -6.24865
C 20.37825 7.99842 -6.80194
C 19.30516 8.15948 -7.95240
C 19.75035 9.14717 -9.09379
N 20.35247 10.37613 -8.44138
O 20.57437 11.39041 -9.29405
C 20.76624 8.47198 -9.92869
C 18.47214 9.52561 -9.87744
C 22.74899 10.00942 -7.70926
H 20.31223 11.92269 -6.10913
H 21.48165 12.47714 -7.23651
H 22.00273 11.78625 -5.73082
H 21.53772 9.14734 -5.54605
H 19.89994 9.76200 -5.67052
H 19.87361 7.44864 -6.00747
H 21.26764 7.43952 -7.09300
H 18.34906 8.48508 -7.54258
H 19.19087 7.15840 -8.36817
H 21.47994 9.13296 -10.42047
H 21.37157 7.73673 -9.39851
H 20.19435 7.91826 -10.67329
H 17.61817 9.74239 -9.23569
H 18.65613 10.29002 -10.63237
H 18.14959 8.65300 -10.44541
H 23.45436 9.90908 -6.88434
H 23.18268 10.77435 -8.35337
H 22.85229 9.00860 -8.12853
H 20.06666 12.06138 -8.83185
C 18.37046 13.31134 -16.32536
O 17.12967 13.03403 -16.83009
C 16.10967 13.83662 -16.28466
C 14.71225 13.42717 -16.77672
N 14.58609 13.47245 -18.21102
C 13.24191 13.04265 -18.68506
C 12.15079 13.99763 -18.38009
O 11.02089 13.60911 -19.15470
C 9.85693 14.19555 -18.59815
H 18.78054 14.22120 -16.76364
H 19.03556 12.50263 -16.62825
H 18.44771 13.51859 -15.25804
H 16.23799 14.88229 -16.56433
H 16.10118 13.87598 -15.19540
H 13.99136 14.12322 -16.34785
H 14.48626 12.40006 -16.49021
H 15.32982 12.91877 -18.61153
H 13.01000 12.01184 -18.41722
H 13.32043 12.90641 -19.76366
H 12.40774 15.02293 -18.64624
H 11.96149 13.90820 -17.31038
H 9.01924 13.88290 -19.22154
H 9.80867 15.28093 -18.68600
H 9.72634 14.03778 -17.52756
C 17.93152 6.16628 -17.67079
O 17.83021 6.60106 -18.99754
C 17.88257 7.99806 -19.08250
C 18.32986 8.51090 -20.49757
N 18.60181 9.93527 -20.54012
C 19.20377 10.32766 -21.79016
C 19.31452 11.83388 -21.76629
O 19.86268 12.24754 -22.99070
C 19.52643 13.58021 -23.33512
H 18.95548 6.05709 -17.31347
H 17.51682 5.16346 -17.56848
H 17.58499 6.90962 -16.95283
H 18.60238 8.45392 -18.40268
H 16.86594 8.33996 -18.88840
H 17.59851 8.26237 -21.26664
H 19.22318 7.88828 -20.54662
H 19.05150 10.33036 -19.72662
H 18.64359 10.08077 -22.69201
H 20.22538 9.96108 -21.89038
H 19.94259 12.16833 -20.94060
H 18.33416 12.30704 -21.71057
H 20.08913 14.24538 -22.68012
H 18.45154 13.71664 -23.21637
H 19.89208 13.68947 -24.35613
C 24.42478 22.69606 -22.91678
O 24.69803 22.37733 -24.27509
C 24.24918 21.04118 -24.51574
C 24.39080 20.57420 -26.06912
N 23.74821 21.50417 -26.97097
C 24.09093 21.36692 -28.34343
C 23.77854 20.00664 -28.95527
O 24.76683 18.96676 -28.55255
C 24.60279 17.65999 -29.11033
H 24.86773 21.99743 -22.20697
H 23.36336 22.89290 -22.76597
H 25.04970 23.57322 -22.74895
H 23.22550 20.85149 -24.19297
H 24.95258 20.38202 -24.00698
H 23.96550 19.58300 -26.22635
H 25.46300 20.61550 -26.26095
H 23.78966 22.45232 -26.62549
H 25.10897 21.70302 -28.54026
H 23.45472 22.13567 -28.78203
H 23.78371 20.07354 -30.04320
H 22.83256 19.76722 -28.46956
H 23.57820 17.37581 -28.87043
H 25.10408 16.87076 -28.55003
H 24.70801 17.66491 -30.19523
*
```

As for the SMILES: CC1(C)CCCC(C)(C)N1O.CC1(C)CCCC(C)(C)N1O.CC1(C)CCCC(C)(C)N1O.CC1(C)CCCC(C)(C)N1O.CC1(C)CCCC(C)(C)N1O.CC1(C)CCCC(C)(C)N1O.COCCNCCOC.COCCNCCOC.COCCNCCOC. The energy above the lowest of the compared OMol25 structures with the same formula, charge and spin comes out at 330.2 kJ/mol.

These are the Mulliken partial charges, in e, on atoms 1 to 4:
1 C -1.834
2 C 1.421
3 C -1.142
4 C -0.672


[2]
The following is a DFT calculation (ωB97M-V/def2-TZVPD) of the molecule C5H8O2.

```
! wB97M-V def2-TZVPD RIJCOSX def2/J DEFGRID3
* xyz 0 1
C -1.73705 -0.06949 0.87865
C -1.10403 0.11948 -0.47140
O -0.28630 1.23599 -0.63658
C 1.12012 1.03557 -0.59310
C 1.53241 -0.32998 -0.04068
O 0.65105 -0.71948 0.99529
C -0.61100 -0.95555 0.44587
H -1.49528 0.68002 1.62382
H -2.73423 -0.49299 0.93834
H -1.66736 -0.15228 -1.36147
H 1.51443 1.82628 0.05193
H 1.54446 1.17858 -1.59579
H 1.54728 -1.09086 -0.83424
H 2.53428 -0.26332 0.39268
H -0.80881 -2.00196 0.20667
*
```

As for the SMILES: C1CO[C@@H]2C[C@@H]2O1. The energy above the lowest of the compared OMol25 structures with the same formula, charge and spin comes out at 211.2 kJ/mol.

These are the natural (NBO) partial charges, in e, on atoms 1 to 4:
1 C -0.455
2 C 0.057
3 O -0.514
4 C -0.083


[3]
The following is a DFT calculation (ωB97M-V/def2-TZVPD) of a structure of composition C38H50F5LuO3Se3.

```
! wB97M-V def2-TZVPD RIJCOSX def2/J DEFGRID3
* xyz 0 1
Lu 2.29766 -0.95542 -0.69292
C -4.15935 3.84775 -0.79724
C -2.82895 4.43426 -0.26000
C -2.94247 4.68871 1.24357
C -2.50581 5.78049 -0.96855
C -1.70731 3.46547 -0.57483
C -0.76067 3.08890 0.38450
C 0.28354 2.20881 0.07580
Se 1.36983 1.65366 1.55703
C 0.26058 0.15391 2.16164
C -0.64215 0.59447 3.08483
C -1.59533 -0.23701 3.70848
C -1.66339 -1.52266 3.18816
C -0.78196 -2.06591 2.21522
C 0.27639 -1.22265 1.76094
O 1.30531 -1.61742 1.03728
C -1.07837 -3.52385 1.86375
C -1.05191 -4.39862 3.20265
C -2.41116 -3.54766 1.12439
C -0.02748 -4.18903 0.90194
C -2.39051 0.19759 4.93172
C -3.07057 1.49499 4.57153
C -3.43758 -0.89458 5.33719
C -1.40732 0.44349 6.07946
C 0.41351 1.66577 -1.22603
O 1.35022 0.75250 -1.44812
C -0.48569 2.13230 -2.27573
C -1.59542 2.89098 -1.84010
C -0.37584 1.83813 -3.80099
C -1.51211 0.88356 -4.23837
C 0.93578 1.15520 -4.26969
C -0.45474 3.18885 -4.57494
H -5.01081 4.37099 -0.37372
H -4.21951 2.77726 -0.45172
H -4.31997 3.88856 -1.90989
H -3.77641 5.41332 1.42815
H -2.02960 5.23208 1.56584
H -3.08977 3.73235 1.81539
H -3.24697 6.57318 -0.76845
H -2.50335 5.62750 -2.06181
H -1.52539 6.17475 -0.69211
H -0.79299 3.54126 1.38379
H -0.54485 1.61326 3.45121
H -2.39657 -2.19680 3.65546
H -1.95703 -4.10960 3.78062
H -0.15766 -4.14512 3.80106
H -0.94444 -5.45844 2.97312
H -3.27406 -3.23232 1.72804
H -2.62547 -4.54273 0.72043
H -2.42512 -2.83628 0.27179
H 1.00165 -4.04595 1.27950
H -0.19405 -3.79409 -0.09739
H -0.33851 -5.23994 0.86054
H -3.68007 1.42312 3.64029
H -2.28108 2.21325 4.27139
H -3.65390 1.92159 5.43551
H -4.00263 -1.26311 4.49197
H -4.17866 -0.47688 6.05963
H -2.94267 -1.78920 5.76476
H -0.62360 1.12311 5.80413
H -0.89317 -0.51539 6.27599
H -1.94627 0.78568 6.97208
H -2.38431 3.09893 -2.52009
H -1.45407 -0.03851 -3.60520
H -1.36417 0.60422 -5.30124
H -2.49391 1.37962 -4.15251
H 1.13603 0.25593 -3.68963
H 1.80028 1.76349 -4.10451
H 0.82047 0.90499 -5.29640
H -1.35278 3.78560 -4.26799
H -0.43565 2.99041 -5.65851
H 0.44522 3.81776 -4.35324
C 5.55165 -0.37756 2.37671
Se 4.62549 -1.68830 1.14443
C 6.24093 -2.20305 0.15095
C 6.61656 -1.28735 -0.97371
Se 5.18108 0.16179 -1.12580
C 5.53403 0.82242 -2.94143
H 6.47493 -0.03739 1.89669
H 5.77896 -0.90065 3.33533
H 4.85016 0.45340 2.61708
H 5.99725 -3.22452 -0.17509
H 7.07957 -2.33117 0.87355
H 6.71103 -1.88537 -1.87555
H 7.55031 -0.75590 -0.83823
H 6.02322 1.81317 -2.90191
H 4.53181 0.89301 -3.37503
H 6.11441 0.04211 -3.38651
F -1.16831 -4.96754 -5.03021
C -0.22898 -4.20667 -4.43834
C 1.12108 -4.45778 -4.70188
F 1.51324 -5.45597 -5.55895
C 2.13455 -3.77327 -4.05924
F 3.42037 -4.05612 -4.29919
C 1.78960 -2.83062 -3.04575
O 2.72170 -2.37231 -2.22478
C 0.43469 -2.60677 -2.86531
F 0.15810 -1.95704 -1.65196
C -0.60320 -3.26958 -3.47252
F -1.90518 -3.25375 -3.04222
*
```

The energy above the lowest of the compared OMol25 structures with the same formula, charge and spin comes out at 0.0 kJ/mol.

These are the Mulliken partial charges, in e, on atoms 1 to 4:
1 Lu 1.546
2 C -1.681
3 C 2.129
4 C -1.948


Table of frontier orbital gap (Ha), in record order: 0.2956, 0.3836, 0.2723
Table of LUMO energy (eV), in record order: 0.22, 1.09, -0.06
Table of strongest force on any atom (eV/Å), in record order: 4.522, 0.322, 2.408